*a*
ORCA calculation (wB97M-V/def2-TZVPD) on 10 unconnected molecules or ions with the total composition C40H110N10O10.

## Properties
E_HOMO = -8.7 eV
SMILES = COC[C@H](C)N.COC[C@H](C)N.COC[C@H](C)N.COC[C@H](C)N.COC[C@H](C)N.COC[C@H](C)N.COC[C@H](C)N.COC[C@H](C)N.COC[C@H](C)N.COC[C@H](C)N
gap between HOMO and LUMO = 9.25 eV
spin multiplicity = 1

```
170
Properties=species:S:1:pos:R:3:lowdin_charge:R:1
H -2.582 -1.497 -3.383 0.08
O 5.981 -0.594 -1.804 -0.17
C -3.154 3.284 3.775 -0.10
H -1.062 1.568 -3.258 0.04
C -4.478 -2.570 -3.487 -0.45
H -4.758 -4.239 -4.830 0.09
H -2.477 -0.268 -5.581 0.06
H 0.167 5.491 2.927 0.05
H 0.241 7.208 3.243 0.08
H -1.291 2.105 -0.538 0.06
C -2.540 -2.404 -1.048 -0.11
O 2.457 -4.152 -4.303 -0.17
H 2.164 3.189 0.865 0.08
H -3.090 5.212 7.474 0.08
C -0.801 4.050 -1.488 -0.41
N -1.311 6.615 0.969 0.05
N 9.343 0.367 -2.899 0.02
H 3.738 -3.748 0.103 0.08
H 3.077 -2.318 -4.873 0.09
H -1.576 3.550 0.455 0.07
H -4.557 9.068 3.712 0.09
H -1.106 -2.614 3.715 0.13
C -2.419 -3.748 4.980 -0.44
H 9.534 0.119 -0.228 0.07
N -1.931 2.962 7.943 0.02
H 1.833 -4.080 1.640 0.12
C -1.734 2.649 5.584 -0.20
O -2.388 2.267 4.369 -0.21
H -0.757 3.128 5.405 0.13
H 2.664 1.551 -6.350 0.09
H -0.709 6.117 4.366 0.06
H 4.531 0.827 -1.958 0.09
C -0.449 -5.154 0.682 -0.06
H 2.202 0.728 1.063 0.13
H -3.654 -0.681 2.080 0.09
C -2.591 3.294 6.660 -0.44
H -1.045 -5.300 -2.480 0.05
N -4.968 -1.513 -4.408 0.04
H -4.862 -2.343 -2.476 0.13
O 0.304 1.337 1.472 -0.21
C 0.084 -4.696 -4.248 -0.44
C -2.825 -0.871 2.760 -0.11
C -2.022 -2.441 4.299 -0.21
H 0.738 -6.812 1.157 0.15
C 8.299 -0.247 -2.001 -0.43
C -5.024 -3.929 -3.815 -0.06
H -1.941 1.938 8.035 0.07
H -1.585 -4.953 3.630 0.01
O 1.355 -0.015 -5.938 -0.16
H 1.324 0.385 -3.877 0.11
H -2.316 5.682 2.517 0.11
N -1.002 3.558 -2.890 0.03
H -0.772 -4.166 1.038 0.07
H -2.542 4.172 3.615 0.06
N 0.115 -5.917 2.962 0.04
H -0.865 7.529 0.813 0.07
N 0.072 -5.011 -5.696 0.05
C 3.746 -4.842 0.041 -0.09
H -1.783 -4.997 6.631 0.08
H 2.159 4.715 1.720 0.09
H -1.907 -1.672 5.086 0.13
C -1.646 6.551 2.441 -0.40
C -2.615 4.798 6.583 -0.07
H -0.190 2.824 2.791 0.08
H 1.780 -5.903 -3.702 0.14
C -2.966 -2.525 -3.371 -0.18
H 1.007 -2.119 -1.240 0.07
C 1.452 -4.859 -3.630 -0.22
H 3.242 0.429 -5.128 0.07
O 2.456 -5.406 0.215 -0.19
H -3.610 2.897 6.643 0.14
H -4.324 8.433 5.352 0.09
H 6.801 1.099 -2.678 0.14
N 1.110 0.581 -1.171 0.08
H -1.784 -1.597 -1.106 0.07
C 1.348 -1.655 -0.311 -0.05
H -6.120 -3.891 -3.794 0.08
C 0.734 -0.287 -0.086 -0.45
H 3.190 -0.073 -6.825 0.09
H 4.468 -5.224 0.776 0.09
H 0.879 1.552 -0.940 0.03
C 6.943 0.008 -2.587 -0.26
H -0.221 -3.646 -4.122 0.11
H -0.030 1.202 3.489 0.09
H 2.815 4.634 0.048 0.10
C 4.695 -0.223 -2.215 -0.10
H -3.373 -3.582 5.490 0.14
H -1.922 -5.514 -4.001 0.07
H -2.716 -0.024 3.453 0.07
H 1.100 -2.350 0.499 0.06
H -1.905 1.398 -5.629 0.08
H -1.401 1.677 5.987 0.12
H 1.384 -2.315 -4.415 0.07
H -1.722 8.619 2.964 0.13
C 0.580 -5.794 1.554 -0.44
H -0.600 -6.618 -3.502 0.09
H -3.190 5.135 5.720 0.06
H -3.016 -4.409 3.163 0.06
H 4.509 -0.438 -3.276 0.07
H -0.557 5.948 0.766 0.03
H 8.502 -1.330 -1.948 0.14
H 1.389 -4.646 -2.546 0.12
O 0.767 4.566 0.194 -0.23
H 0.475 0.495 -1.988 0.04
H -0.144 -4.967 -0.350 0.07
C 1.924 -5.174 1.493 -0.24
H -2.276 -2.955 -0.144 0.07
H -2.545 3.214 8.722 0.07
H 4.047 -5.184 -0.948 0.09
H -1.107 -3.348 6.636 0.08
H 6.911 -0.398 -3.613 0.13
H 1.178 3.191 -1.251 0.11
H -3.489 -1.895 -0.832 0.09
H -1.345 -5.782 0.652 0.09
H -3.073 9.477 4.621 0.09
C -1.595 3.146 -0.564 -0.05
H 0.985 -4.838 -6.106 0.07
H -1.965 3.803 -3.132 0.09
H -0.633 -1.077 -4.515 0.12
H -4.082 3.500 4.320 0.09
C -3.814 8.689 4.428 -0.11
O -3.180 7.532 3.947 -0.19
C -0.609 0.015 -4.594 -0.43
C -1.586 0.355 -5.709 -0.04
H -2.532 -3.069 -4.218 0.13
C 1.193 0.309 1.201 -0.23
C 0.769 0.561 -4.806 -0.24
H -1.263 5.044 -1.442 0.13
C 8.529 0.326 -0.606 -0.07
H 2.438 -1.604 -0.375 0.06
N -1.090 0.526 -3.286 0.03
O -3.119 -2.037 3.484 -0.19
H -0.465 -4.567 5.558 0.06
H 2.579 -5.551 2.293 0.13
H -0.474 4.177 -3.520 0.09
C -1.392 -4.199 6.003 -0.07
H 0.900 -6.337 3.464 0.08
C -0.942 -5.573 -3.532 -0.06
H -3.075 8.078 1.962 0.13
H -2.653 3.296 -0.815 0.08
H 8.357 1.404 -0.566 0.08
C -0.401 6.324 3.343 -0.03
H 2.489 -2.450 -3.132 0.08
O -2.496 -3.219 -2.194 -0.18
C 0.396 1.911 2.766 -0.08
H -3.544 2.882 2.835 0.09
C 0.671 4.156 -1.150 -0.20
H 1.449 2.110 3.013 0.09
H -1.901 -0.901 2.161 0.08
H -1.156 0.155 -6.690 0.08
C -2.431 7.782 2.803 -0.25
H 1.141 4.903 -1.810 0.14
H -0.175 -5.981 -5.848 0.06
C 2.366 -2.759 -4.184 -0.10
H -0.594 -6.654 2.952 0.09
H -5.981 -1.618 -4.419 0.07
H -0.348 -0.476 0.001 0.12
H -4.759 -0.606 -4.003 0.06
H -1.625 5.234 6.459 0.08
H -2.084 0.305 -3.230 0.06
H 0.666 1.651 -4.943 0.13
H 10.261 0.037 -2.624 0.06
C 2.039 4.274 0.734 -0.08
H 3.972 -0.837 -1.684 0.06
H 9.208 -0.012 -3.842 0.07
H 1.226 -0.449 1.996 0.13
H 7.880 -0.120 0.160 0.08
H -4.706 -4.667 -3.085 0.08
C 2.656 0.487 -6.057 -0.12
N -2.560 -4.838 3.979 0.03
```

*b*
ORCA calculation (wB97M-V/def2-TZVPD) on 10 unconnected molecules or ions with the total composition C40H110N10O10.

## Properties
E_HOMO = -8.6 eV
SMILES = COC[C@H](C)N.COC[C@H](C)N.COC[C@H](C)N.COC[C@H](C)N.COC[C@H](C)N.COC[C@H](C)N.COC[C@H](C)N.COC[C@H](C)N.COC[C@H](C)N.COC[C@H](C)N
gap between HOMO and LUMO = 9.04 eV
spin multiplicity = 1

```
170
Properties=species:S:1:pos:R:3:lowdin_charge:R:1
C 9.446 15.583 -8.168 -0.11
C 11.772 12.832 -10.960 -0.21
C 16.509 7.003 -4.256 -0.23
H 9.220 14.703 -8.770 0.08
H 16.806 16.680 -12.031 0.10
H 24.066 15.293 -0.603 0.09
H 16.841 20.711 -10.487 0.14
N 18.628 7.959 -3.560 0.03
C 20.771 10.871 -5.128 -0.08
H 18.994 8.873 -3.301 0.03
H 16.323 19.209 -8.758 0.07
H 13.338 13.414 -9.566 0.14
H 21.687 14.367 -11.750 0.09
H 23.317 16.775 -8.295 0.13
O 20.293 13.154 -10.817 -0.17
H 21.022 16.947 -5.270 0.07
H 17.145 15.128 -8.374 0.08
H 21.126 14.767 0.688 0.13
H 18.962 18.637 -9.760 0.12
H 16.987 6.951 -5.242 0.13
H 16.353 20.745 -8.320 0.08
H 10.835 12.271 -10.871 0.13
O 22.323 14.052 -0.791 -0.24
H 19.637 13.682 -0.812 0.14
H 14.638 5.803 -5.912 0.09
O 11.375 14.183 -11.205 -0.19
H 21.875 18.440 -5.763 0.08
C 13.095 11.213 -9.548 -0.07
H 18.971 7.826 -4.504 0.07
C 21.282 14.928 -0.386 -0.19
O 21.493 17.100 -7.295 -0.21
H 17.505 17.065 -4.221 0.10
H 16.737 9.762 -4.959 0.08
C 22.958 18.906 -8.080 -0.45
H 18.731 11.374 -7.639 0.07
H 18.961 22.037 -10.369 0.08
C 16.391 18.370 -2.882 -0.04
H 12.192 17.894 -4.930 0.07
H 18.537 10.694 -11.315 0.07
H 20.304 15.788 -2.934 0.09
H 15.956 17.041 -5.853 -0.01
C 18.885 13.175 -10.621 -0.21
N 18.963 15.683 -0.734 0.05
H 12.240 10.539 -9.618 0.08
H 19.215 21.450 -8.669 0.06
H 12.793 14.380 -6.228 0.06
H 13.085 16.688 -7.454 0.14
C 17.614 20.366 -9.792 -0.42
H 19.702 10.626 -10.405 0.06
O 20.153 10.480 -3.898 -0.23
C 17.856 13.219 -5.054 -0.12
N 11.692 12.850 -8.514 0.05
H 22.714 16.862 -5.632 0.10
H 17.229 18.261 -2.190 0.07
O 10.792 15.532 -7.760 -0.20
C 16.133 14.189 -2.051 -0.11
H 17.183 10.370 -3.336 0.06
H 17.532 12.203 -5.278 0.09
H 24.145 20.242 -8.993 0.07
H 12.216 13.106 -7.687 0.04
H 20.697 15.187 -10.571 0.08
H 16.542 19.396 -3.233 0.08
N 18.318 17.701 -6.554 0.09
H 12.741 15.214 -4.738 0.08
C 12.564 16.610 -6.494 -0.44
H 23.796 19.067 -9.987 0.07
H 20.952 19.682 -7.603 0.07
H 18.376 13.081 -11.588 0.13
H 14.121 15.384 -5.717 0.05
C 23.615 14.348 -0.293 -0.10
H 17.968 15.647 -4.738 0.08
C 18.509 21.569 -9.492 -0.07
H 24.292 13.519 -0.487 0.08
H 16.922 8.082 -2.373 0.14
C 18.030 15.401 -5.806 -0.19
H 20.195 11.026 -1.930 0.13
H 21.438 19.721 -9.295 0.08
H 11.189 13.705 -8.727 0.03
H 13.801 17.696 -5.236 0.02
C 22.468 17.466 -8.253 -0.20
H 15.821 13.466 -2.815 0.09
H 18.371 17.328 -12.386 0.09
H 21.361 8.795 -1.546 0.08
H 20.851 11.962 -5.145 0.08
H 22.898 10.674 -3.439 0.13
N 16.965 19.963 -8.539 0.04
H 14.870 16.056 -3.142 0.14
H 19.374 14.238 -3.216 0.05
H 20.302 11.621 -8.533 0.08
H 17.509 13.392 -4.026 0.06
H 10.525 15.262 -12.770 0.09
C 21.796 19.881 -8.274 -0.07
H 19.329 12.985 -8.003 0.08
H 16.726 13.625 -1.333 0.10
H 21.621 15.968 -0.469 0.13
O 17.263 18.338 -10.935 -0.20
C 21.787 17.365 -5.922 -0.09
H 9.313 16.436 -8.845 0.09
H 20.060 14.730 -12.187 0.08
H 13.777 10.992 -10.372 0.07
C 10.590 14.249 -12.379 -0.12
H 18.184 16.395 -10.958 0.05
H 18.487 14.085 -10.162 0.09
H 17.927 22.416 -9.106 0.07
C 17.167 8.116 -3.435 -0.40
H 20.111 10.626 -5.959 0.07
C 16.761 9.532 -3.893 -0.07
C 16.463 17.311 -3.976 -0.42
H 20.949 12.162 -2.962 0.09
C 18.323 19.177 -10.467 -0.17
H 21.008 14.178 -2.897 0.06
H 22.998 8.478 -2.054 0.08
H 23.400 19.020 -7.088 0.13
N 15.748 17.760 -5.159 0.05
O 17.366 14.158 -5.956 -0.16
C 15.913 16.003 -3.475 -0.21
H 16.187 18.578 -5.568 0.09
H 13.530 11.034 -8.567 0.07
C 14.448 6.082 -4.872 -0.10
C 12.570 12.648 -9.686 -0.42
H 10.512 16.611 -5.940 0.13
C 17.669 17.149 -11.559 -0.13
H 15.705 9.653 -3.612 0.07
H 16.792 6.080 -3.736 0.12
H 21.692 8.490 -3.254 0.07
H 15.451 18.423 -2.333 0.08
H 16.458 16.651 -6.509 0.07
H 21.742 10.403 -5.293 0.09
C 19.278 11.957 -8.375 -0.06
H 18.876 19.447 -11.373 0.13
C 20.845 11.080 -2.806 -0.20
H 16.886 16.854 -8.736 0.07
H 22.045 17.373 -9.257 0.12
H 14.604 5.272 -4.159 0.09
H 22.853 12.114 -1.572 0.03
N 24.030 19.234 -9.012 0.03
C 11.092 16.599 -6.873 -0.21
H 19.113 15.279 -5.966 0.14
H 11.027 13.688 -13.214 0.08
H 23.467 14.373 0.794 0.09
H 21.921 20.954 -8.115 0.08
H 15.168 14.376 -1.559 0.10
H 19.287 16.598 -1.041 0.07
N 22.917 11.113 -1.437 0.05
H 19.252 17.596 -6.934 0.05
H 8.736 15.696 -7.345 0.09
N 18.683 10.668 -10.302 0.03
O 15.133 7.235 -4.398 -0.18
H 18.950 13.153 -5.010 0.07
C 20.119 14.763 -2.614 -0.07
H 9.608 13.798 -12.212 0.09
H 18.156 15.573 -1.348 0.03
C 17.522 16.513 -6.724 -0.40
H 13.393 6.362 -4.874 0.09
N 12.874 17.754 -5.667 0.03
C 20.675 14.409 -11.341 -0.12
C 22.245 10.478 -2.590 -0.42
H 12.349 12.482 -11.821 0.12
C 18.507 12.012 -9.707 -0.42
H 15.919 15.313 -4.329 0.11
C 19.957 14.680 -1.124 -0.42
H 10.850 17.580 -7.299 0.13
C 17.538 16.137 -8.233 -0.02
H 17.904 18.416 -7.148 0.04
H 18.535 16.245 -8.666 0.07
O 16.683 15.406 -2.469 -0.21
C 22.073 8.969 -2.355 -0.05
H 17.449 12.125 -9.452 0.13
C 13.030 15.352 -5.784 -0.05
H 22.288 10.960 -0.650 0.07
```

Among the structures above, stability is smallest for *b*.